[1]
Entry from OMol25: a structure of composition C35H55CaN5O2SSeTe (ωB97M-V with the def2-TZVPD basis set).

The geometry in XYZ format:
```
101
Properties=species:S:1:pos:R:3:forces:R:3
Ca -0.8800 0.5028 -0.6139 0.06 0.84 0.44
N 0.5181 0.6242 1.5905 0.33 0.15 -0.24
C 0.2425 0.2945 2.9817 -0.17 0.01 0.06
C -0.7050 1.3388 3.5949 -0.17 -0.02 0.05
N -1.7859 1.7915 2.7286 0.12 -0.14 -0.04
C -3.0001 1.0135 2.8833 -0.08 -0.02 0.07
C -2.9748 -0.3543 2.2164 0.04 0.04 0.01
N -2.7927 -0.1846 0.7780 -0.39 -0.07 -0.15
C -2.0919 3.2149 2.8056 0.06 0.12 0.11
C -0.9492 4.1949 2.5214 0.02 0.02 0.06
N -0.1047 3.8013 1.4095 0.08 0.07 0.65
H 1.3727 0.1614 1.2832 -0.08 0.10 0.11
H 0.6648 1.6389 1.5360 -0.07 0.05 -0.26
H 1.1552 0.2851 3.5942 -0.07 -0.02 0.03
H -0.1826 -0.7115 3.0438 -0.01 0.02 -0.03
H -0.1026 2.1999 3.8746 0.06 0.13 -0.06
H -1.1168 0.9219 4.5319 0.07 0.06 0.02
H -3.8195 1.5741 2.4254 0.01 -0.06 0.00
H -3.2544 0.8810 3.9541 0.02 0.01 -0.04
H -3.9187 -0.8614 2.4645 0.06 0.05 -0.02
H -2.1659 -0.9714 2.6134 -0.02 0.00 -0.01
H -3.5445 0.4248 0.4392 -0.07 -0.02 0.04
H -2.8894 -1.0572 0.2667 -0.10 -0.13 0.09
H -2.5105 3.4800 3.7984 -0.01 0.02 -0.04
H -2.8859 3.3966 2.0768 0.07 -0.03 -0.03
H -0.3295 4.3187 3.4167 0.02 -0.06 0.04
H -1.4363 5.1685 2.3584 -0.01 -0.02 0.18
H 0.5643 4.5386 1.2100 0.02 -0.10 -0.02
H -0.6296 3.6814 0.5293 0.17 -0.33 -0.04
C -2.9045 5.8882 0.1599 -0.09 0.02 0.03
C -4.1933 5.7284 -0.6409 -0.03 0.02 -0.05
C -5.0320 4.5322 -0.1946 -0.02 0.04 0.03
S -4.1063 3.0062 -0.4059 0.00 -0.73 0.42
O -4.9599 1.8852 0.1826 0.09 0.44 -0.25
C -4.1509 2.9053 -2.2114 0.02 0.13 0.03
C -4.3509 1.4838 -2.7102 0.12 -0.03 -0.08
C -5.7973 1.0116 -2.6977 -0.06 0.01 0.03
H -2.4021 6.8197 -0.0993 0.02 0.04 -0.02
H -2.2070 5.0736 -0.0509 -0.01 0.01 -0.05
H -3.1147 5.9059 1.2330 -0.04 0.02 -0.02
H -3.9394 5.6201 -1.6975 -0.03 0.01 -0.05
H -4.8150 6.6246 -0.5623 0.01 0.01 0.03
H -5.9827 4.4445 -0.7240 -0.02 0.01 -0.03
H -5.2337 4.5662 0.8789 -0.01 0.06 0.01
H -3.1444 3.2531 -2.4756 0.02 0.03 -0.06
H -4.9184 3.5800 -2.5981 -0.07 -0.02 -0.02
H -3.7192 0.7968 -2.1401 -0.01 0.01 -0.02
H -3.9586 1.4593 -3.7307 0.02 -0.06 0.04
H -6.2028 1.0230 -1.6867 0.02 0.01 -0.01
H -5.8725 -0.0024 -3.0911 -0.01 -0.06 -0.02
H -6.4168 1.6575 -3.3256 -0.02 0.02 -0.01
C 6.2099 -0.8028 -4.8032 0.05 0.00 0.00
C 5.2428 -1.1604 -3.7089 -0.03 -0.03 0.02
C 4.4287 -0.2038 -3.1290 -0.05 0.03 -0.01
C 3.5063 -0.5161 -2.1293 0.01 0.13 -0.01
C 2.7037 0.6032 -1.5328 -0.02 0.09 0.03
C 3.4066 -1.8452 -1.7155 -0.09 -0.04 0.12
Te 2.0776 -2.4622 -0.1882 0.01 -0.03 0.14
N 0.4376 -1.3976 -1.0616 0.08 -0.54 -0.15
C -0.6762 -2.0616 -1.3004 0.30 -0.13 -0.14
O -1.7291 -1.4510 -1.6549 -0.28 -0.06 -0.07
C -0.7856 -3.5567 -1.2005 0.00 -0.06 0.04
C -0.9974 -4.1802 0.0227 0.00 -0.01 0.02
C -1.0914 -5.5617 0.0998 0.00 -0.01 -0.02
C -0.9724 -6.3312 -1.0494 -0.01 0.00 0.03
C -0.7713 -5.7105 -2.2746 0.00 0.00 -0.02
C -0.6846 -4.3284 -2.3513 0.06 -0.04 0.00
C 3.7144 -2.1612 1.3157 -0.10 0.02 -0.24
C 4.7793 -1.3050 1.0688 0.11 -0.03 0.12
C 5.7136 -1.0376 2.0624 -0.01 0.01 -0.06
C 5.5747 -1.6222 3.3108 0.00 -0.02 0.02
C 4.5001 -2.4648 3.5595 -0.01 0.03 0.00
C 3.5500 -2.7342 2.5788 0.03 0.01 0.13
C 2.3787 -3.6223 2.9017 -0.04 -0.04 -0.02
C 4.2324 -2.8324 -2.2673 0.04 0.00 -0.09
C 4.2033 -4.2706 -1.8214 -0.01 -0.05 0.01
C 5.1375 -2.4695 -3.2559 0.01 -0.03 -0.06
H 6.2893 0.2766 -4.9213 -0.01 0.03 0.00
H 5.8901 -1.2197 -5.7599 -0.02 -0.01 -0.01
H 7.2059 -1.1961 -4.5935 0.01 -0.01 0.01
H 4.5023 0.8281 -3.4514 0.01 0.03 -0.02
H 3.0976 1.5720 -1.8369 -0.02 -0.02 0.01
H 2.7224 0.5692 -0.4387 -0.01 -0.05 -0.03
H 1.6582 0.5769 -1.8448 0.17 0.03 -0.04
H -1.0810 -3.5792 0.9215 0.00 0.02 0.02
H -1.2531 -6.0367 1.0587 -0.01 -0.02 0.02
H -1.0387 -7.4098 -0.9903 0.00 -0.02 0.00
H -0.6819 -6.3052 -3.1752 0.00 -0.01 0.00
H -0.5303 -3.8382 -3.3043 0.00 0.01 -0.02
H 4.8946 -0.8493 0.0943 0.00 0.03 -0.06
H 6.5427 -0.3710 1.8574 0.00 0.00 0.01
H 6.2938 -1.4196 4.0938 0.02 0.00 0.02
H 4.3866 -2.9169 4.5384 0.01 -0.01 0.03
H 2.4457 -3.9872 3.9258 -0.01 -0.03 0.02
H 2.3293 -4.4832 2.2310 0.00 -0.01 0.00
H 1.4300 -3.0870 2.8013 0.01 0.03 -0.02
H 4.5363 -4.3722 -0.7861 0.00 0.01 0.03
H 4.8648 -4.8669 -2.4489 0.02 -0.03 0.00
H 3.2001 -4.6963 -1.8772 0.00 0.02 -0.02
H 5.7747 -3.2352 -3.6866 0.02 0.00 -0.01
Se -0.5930 2.9632 -1.6077 -0.12 0.10 -0.70
```
Forces are in eV/Å.

Output
total charge: -1
⟨S²⟩: 0.759
2S+1: 2
orbital gap (alpha / beta): 4.71 / 4.28 eV
HOMO energy (alpha / beta): -2.54 / -2.54 eV
electronic energy: -150648.886 eV
E_LUMO (alpha / beta): 2.2 / 1.7 eV



[2]
Entry from OMol25: a cluster of 6 separate species, H12O6 in total (ωB97M-V with the def2-TZVPD basis set).

The geometry in XYZ format:
```
18
Properties=species:S:1:pos:R:3:forces:R:3
O -0.5073 -3.8446 3.3121 0.06 0.02 -0.25
H -0.5866 -4.6586 3.8095 -0.01 -0.23 0.11
H -0.7173 -3.1562 3.9432 -0.05 0.20 0.14
O -1.7528 4.4455 1.2198 0.09 -0.07 -0.23
H -1.3314 4.9496 1.9159 0.14 0.17 0.14
H -2.5114 4.0419 1.6414 -0.22 -0.11 0.07
O -2.5748 1.2424 -3.0423 -0.18 -0.08 -0.14
H -1.7335 0.8791 -2.7659 0.25 -0.16 0.06
H -2.6559 2.0603 -2.5517 -0.05 0.22 0.10
O 1.1260 -0.3691 -0.5524 0.02 0.04 -0.25
H 0.8105 -1.0488 0.0432 -0.07 -0.25 0.13
H 1.1162 0.4322 -0.0288 0.02 0.22 0.12
O 1.8336 -6.6720 0.1637 0.22 0.00 0.02
H 1.3273 -7.1528 -0.4911 -0.09 -0.13 -0.20
H 1.1774 -6.3302 0.7710 -0.14 0.15 0.18
O 2.2894 5.3672 -2.7014 -0.01 0.19 -0.12
H 1.5936 4.8180 -2.3403 -0.22 -0.11 0.06
H 3.0970 4.9961 -2.3460 0.23 -0.07 0.06
```
Forces are in eV/Å.

Output
structure (SMILES): O.O.O.O.O.O
energy relative to the best compared isomer or geometry (same formula, charge and spin): 177.9 kJ/mol
2S+1: 1
orbital gap: 11.62 eV
HOMO energy: -11.41 eV
electronic energy: -12479.270 eV
E_LUMO: 0.2 eV



[3]
Entry from OMol25: the ion C8H19N2O with charge +1 at a distorted geometry (ωB97M-V with the def2-TZVPD basis set).

The geometry in XYZ format:
```
30
Properties=species:S:1:pos:R:3:forces:R:3
C -0.7643 0.4418 1.6529 1.56 -0.44 -0.74
C 0.0398 -0.1440 0.5824 -3.31 1.51 4.73
C 1.8509 3.1257 -0.2488 -0.50 -1.19 -1.99
C -0.6837 -2.5794 0.7916 1.22 1.59 -0.73
C 0.6809 -1.8471 -1.2745 -0.22 -0.19 0.93
C -1.5919 -0.9147 -1.0225 0.20 -2.98 1.25
C 0.8140 2.0847 -0.6107 -1.93 -1.28 1.26
C -0.3284 -1.3981 -0.2277 -1.04 0.36 1.61
N -1.8149 0.0573 2.4795 0.28 -3.51 -2.89
N 1.1638 0.6956 0.1552 -0.09 0.21 -0.24
O 0.4945 1.6167 -1.8658 -1.23 0.96 0.31
H -2.3219 0.6476 3.0813 -0.04 1.17 0.46
H -0.4632 1.4147 2.0712 0.52 -0.27 -0.72
H 1.7789 3.9684 -0.9384 -0.21 0.17 0.45
H 1.5869 3.3113 0.7618 0.44 0.86 0.94
H 2.8199 2.6911 -0.3894 0.86 -0.01 0.27
H 0.2177 -3.2323 0.9538 -1.11 0.45 -0.20
H -1.5273 -3.0447 0.3084 -0.14 -0.87 0.30
H -0.9587 -2.1219 1.7499 -0.01 -0.58 -0.22
H 1.7270 -1.7701 -0.9155 -0.17 0.61 -0.54
H 0.6204 -2.9701 -1.2769 -0.45 1.13 -1.18
H 0.3091 -1.1957 -2.1139 1.62 -1.47 -0.22
H -1.3546 -0.0098 -1.4716 -0.03 1.70 -0.88
H -2.4401 -0.9015 -0.3648 -0.47 0.68 0.41
H -1.8660 -1.6700 -1.7498 0.09 -0.12 -0.48
H -0.1813 2.3862 -0.0948 1.52 -0.66 -1.24
H -2.3481 -0.8229 2.2577 0.91 1.49 0.34
H 1.9826 0.7730 0.7885 -0.79 -0.06 -0.11
H 1.3960 0.0262 -0.5719 1.36 0.48 -0.72
H 1.1620 1.3819 -2.4972 1.16 0.26 -0.18
```
Forces are in eV/Å.

Output
total charge: +1
structure (SMILES): C[C@@H](O)[NH2+]/C(=C/N)C(C)(C)C
energy relative to the best compared isomer or geometry (same formula, charge and spin): 241.7 kJ/mol
2S+1: 1
orbital gap: 9.05 eV
HOMO energy: -11.79 eV
electronic energy: -13622.891 eV
E_LUMO: -2.7 eV



Among the records above, which one has the highest electronic energy?
H12O6



2S+1 of number 2 (H12O6)?
1



Number 1 is which compound?
C35H55CaN5O2SSeTe